The following is a quantum chemistry calculation of 2 unconnected molecules or ions with the total composition C6H12O2, from the Open Molecules 2025 dataset.

```
20
Properties=species:S:1:pos:R:3:forces:R:3
C -2.37589 -0.33627 -0.49857 -0.272 0.429 -0.318
C -1.96491 0.92033 -0.64064 0.833 0.366 0.233
C -2.93545 2.02790 -0.87594 -0.799 0.329 -0.690
C -0.54164 1.31428 -0.53497 0.025 -0.376 0.134
C 0.47628 0.46565 -0.66949 0.031 0.739 -0.231
C 1.92780 0.86975 -0.61768 0.143 -0.683 0.157
O 2.75244 -0.29406 -0.68933 -0.013 -0.405 0.199
H -3.42220 -0.48499 -0.74598 0.087 -0.624 0.402
H -1.69718 -1.13789 -0.22525 -0.315 -0.020 -0.145
H -3.93734 1.68488 -0.67188 -0.446 -0.258 -0.167
H -2.93741 2.46649 -1.88487 0.235 -0.407 0.027
H -2.84586 2.89236 -0.24074 0.626 0.241 0.613
H -0.34654 2.36680 -0.35422 0.045 0.047 0.087
H 0.29184 -0.55540 -0.95340 0.027 -0.341 0.057
H 2.19091 1.34161 0.32885 -0.217 0.278 0.009
H 2.12196 1.56278 -1.42555 0.242 0.224 -0.240
H 3.35750 -0.33751 -1.43244 -0.230 0.457 -0.123
O 3.39134 -5.14847 4.34150 0.420 -0.107 -0.403
H 2.63269 -4.56214 4.29693 -0.009 0.079 -0.131
H 3.86162 -5.05606 3.49366 -0.412 0.033 0.531
```
Positions in Å, forces in eV/Å.

Calculated values
2S+1: 1
LUMO level: 0.72 eV
orbital gap: 9.35 eV
total charge: 0

The following is a quantum chemistry calculation of 2 unconnected molecules or ions with the total composition C6H12O2, from the Open Molecules 2025 dataset.

```
20
Properties=species:S:1:pos:R:3:forces:R:3
C 2.23720 0.69579 1.54313 0.003 -0.745 0.068
C 2.04939 1.64240 0.37311 -0.673 -3.498 -0.412
C 1.45356 1.12068 -0.92324 -0.262 -0.937 -0.098
O 2.37000 2.75290 0.45807 1.272 4.660 0.392
H 1.26280 0.53023 2.03276 0.293 -0.069 -0.158
H 2.94828 1.07776 2.29486 -0.399 0.089 -0.487
H 2.61003 -0.27120 1.16560 -0.241 0.222 0.273
H 1.91837 1.54888 -1.82723 -0.120 0.038 0.626
H 0.37764 1.36340 -0.93221 0.374 -0.099 -0.067
H 1.56709 0.02400 -0.95509 -0.230 0.348 -0.171
C -1.51034 -2.29041 -0.59286 -0.765 -0.323 -0.853
C -2.22831 -0.95434 -0.81459 -1.025 0.931 -0.079
C -2.02477 0.16420 0.22311 0.446 -0.095 -0.270
O -3.01476 -0.77894 -1.74315 1.443 -0.568 1.268
H -0.45808 -2.28651 -0.92352 -0.398 0.247 0.141
H -2.08809 -2.94631 -1.26562 0.543 -0.145 0.304
H -1.55675 -2.70515 0.42814 -0.036 0.546 -0.287
H -2.20233 1.15989 -0.21696 -0.063 -0.529 0.093
H -0.99147 0.12855 0.60734 -0.411 -0.013 0.033
H -2.71944 0.02417 1.06836 0.250 -0.060 -0.315
```
Positions in Å, forces in eV/Å.

Calculated values
2S+1: 1
LUMO level: 0.61 eV
orbital gap: 10.29 eV
total charge: 0

The following is a quantum chemistry calculation of C6H12O2S in the gas phase, from the Open Molecules 2025 dataset.

```
21
Properties=species:S:1:pos:R:3:forces:R:3
C 1.56270 1.35648 -0.60447 4.125 -1.073 -0.805
C 1.18502 -0.13245 -0.59747 -2.562 2.361 -1.088
C 0.09069 -0.54589 0.45260 -0.417 4.230 -1.692
C -0.32730 -1.90845 0.15065 -3.523 -0.783 -1.755
C 0.43415 -0.32753 1.93961 0.407 0.994 0.195
C -1.15151 0.51177 0.04643 0.485 -2.492 0.041
O -1.87468 0.91260 0.89455 -0.489 0.848 0.039
S -1.56577 0.61966 -1.78564 -0.104 -0.031 0.895
O -2.97911 1.47910 -1.88053 0.984 0.609 -0.046
H 0.81953 2.03313 -0.56298 -3.072 2.005 -0.023
H 2.29262 1.75460 0.14346 -0.401 -0.954 -0.152
H 2.08848 1.53157 -1.58948 -0.495 0.000 0.940
H 2.05774 -0.63528 -0.39977 2.048 -1.784 -0.048
H 0.80205 -0.25281 -1.72944 0.750 -0.601 2.650
H 0.41273 -2.60814 0.48149 0.209 -0.660 0.232
H -1.38221 -2.05887 0.64328 2.020 -0.356 -0.847
H -0.46124 -1.96718 -1.01202 0.132 -0.385 2.209
H 1.42499 -0.79048 2.02669 -0.219 -0.294 0.498
H -0.32471 -0.80485 2.64637 1.090 0.728 -1.045
H 0.64018 0.77165 2.23161 -0.761 -1.669 -0.580
H -3.74435 1.06136 -1.49494 -0.205 -0.691 0.382
```
Positions in Å, forces in eV/Å.

Calculated values
2S+1: 1
LUMO level: 0.52 eV
orbital gap: 9.71 eV
total charge: 0

The following is a quantum chemistry calculation of 2 unconnected molecules or ions with the total composition C6H12O6S2, from the Open Molecules 2025 dataset.

```
26
Properties=species:S:1:pos:R:3:forces:R:3
C -0.01808 0.28155 -3.73953 0.152 -0.670 0.580
C 0.60419 0.40048 -2.35084 0.269 0.435 -1.004
C 0.03957 -0.75325 -1.53594 -1.373 -0.568 2.248
C 0.37172 -0.52126 0.04327 -0.086 -0.703 -1.071
C -0.81235 -0.12141 0.80974 -1.409 2.813 2.807
C -0.37089 0.33801 2.89093 1.006 -0.115 -2.793
O -0.88643 1.02902 -4.07319 -0.418 0.795 -0.451
O 0.35542 1.65521 -1.78272 0.231 0.624 0.500
O 0.69394 -1.91501 -1.83373 0.706 -1.112 -1.834
O 0.86662 -1.73015 0.61717 -0.362 -0.304 0.460
O -1.35409 1.12793 0.37201 -4.181 -5.752 0.630
O 0.30154 -0.73117 3.46925 -3.866 -0.055 0.927
S 0.64905 1.92612 3.09343 -3.550 -0.087 2.408
S -1.94819 0.76882 3.64861 0.386 -0.074 -0.351
H 0.23489 -0.59953 -4.35775 0.245 0.075 0.134
H 1.70910 0.21778 -2.39848 -0.740 0.223 -0.016
H -1.06704 -0.98147 -1.69850 1.082 0.974 0.223
H 1.20707 0.17573 -0.00925 -0.069 0.248 0.657
H -1.62169 -0.95401 0.88051 1.250 1.667 -0.053
H -0.26770 2.25385 -2.24154 0.252 -1.144 -0.300
H 1.17480 -2.19471 -1.05048 0.158 -0.360 0.319
H 0.12624 -2.20625 1.06499 0.811 0.528 -0.505
H -0.71787 1.74047 0.36886 4.112 3.636 -0.120
H 1.18195 -0.69415 3.23025 2.923 0.146 -0.872
H 1.53900 1.84330 2.24275 2.587 -0.751 -2.850
H -1.99078 -0.35589 4.34018 -0.117 -0.468 0.328
```
Positions in Å, forces in eV/Å.

Calculated values
2S+1: 1
LUMO level: 0.37 eV
orbital gap: 8.73 eV
total charge: 0

The following is a quantum chemistry calculation of a gas-phase ion, C6H12P (charge +1), from the Open Molecules 2025 dataset.

```
19
Properties=species:S:1:pos:R:3:forces:R:3
C -0.78777 0.65240 -1.11172 1.026 -0.645 -2.619
C -0.69971 -0.20569 1.27547 -4.894 -0.765 -3.573
C -2.13301 -0.08600 -0.88933 0.225 -1.568 4.140
C 1.88114 1.39403 1.10212 0.429 -1.791 -0.896
C 1.54047 -1.12859 -0.72257 2.064 1.328 1.533
C -2.12915 -0.36594 0.73198 7.040 -2.708 -1.250
P 0.66294 0.30321 0.09995 -2.714 -2.514 -0.247
H -0.39982 0.76244 -2.19763 -0.990 0.497 2.014
H -3.20846 0.29120 -0.70260 1.692 0.706 -2.453
H -2.07522 -1.08895 -1.37469 -0.677 0.701 0.404
H -0.91983 1.42336 -0.46585 -1.056 4.456 0.249
H 1.40554 2.31680 1.50689 0.513 -0.707 -0.542
H 2.82274 1.49788 0.43483 -1.594 0.247 1.357
H 2.10542 0.62999 1.96051 -0.333 1.471 -1.462
H 2.16718 -0.91144 -1.61645 -0.158 0.581 0.928
H 0.90451 -1.84814 -1.07963 -2.509 -1.349 -0.764
H 2.09951 -1.70376 0.02179 0.487 0.390 -0.086
H -2.90250 -1.22875 0.92630 1.404 2.321 0.959
H -0.33397 -0.70406 2.10063 0.045 -0.651 2.306
```
Positions in Å, forces in eV/Å.

Calculated values
2S+1: 1
LUMO level: -4.59 eV
orbital gap: 9.12 eV
total charge: +1

The following is a quantum chemistry calculation of 2 unconnected molecules or ions with the total composition C6H12S, from the Open Molecules 2025 dataset.

```
19
Properties=species:S:1:pos:R:3:forces:R:3
C 1.87405 -1.36546 0.26633 -1.122 2.277 2.315
C 1.13754 -0.36919 -0.14945 -0.102 -1.300 -1.420
C -0.78528 -0.28879 -1.91184 0.866 1.090 3.021
C -1.03658 0.08244 1.96412 1.011 -3.111 -1.401
C 0.69057 -0.07368 -1.54270 0.403 1.445 0.635
C -0.00768 0.99863 1.48182 0.547 3.549 1.888
S -0.47626 2.38538 0.44243 0.390 -0.809 0.725
H 2.16053 -1.52450 1.30109 0.194 -0.202 -0.243
H 2.11571 -1.92861 -0.53864 1.397 -2.660 -1.980
H -1.35514 0.13944 -1.04994 0.061 -0.433 -0.975
H -1.10367 0.15145 -2.80176 -0.242 0.941 -1.462
H -1.01933 -1.30349 -1.94229 -0.330 -1.849 -0.040
H -0.62578 -0.90114 2.43531 -0.497 1.728 -0.836
H -1.68773 -0.21137 1.10737 0.100 0.127 0.870
H -1.52496 0.62381 2.69623 -1.783 0.694 1.652
H 1.38128 -0.62695 -2.14913 0.285 -0.452 -0.867
H 0.99974 0.98786 -1.59722 -0.464 -0.296 -0.770
H 0.71421 1.41717 2.27058 -0.828 -0.790 -1.320
H -1.45124 1.80701 -0.28230 0.113 0.051 0.208
```
Positions in Å, forces in eV/Å.

Calculated values
2S+1: 3
expectation value of S²: 2.02
LUMO level (alpha / beta): 0.90 / -0.87 eV
orbital gap (alpha / beta): 6.82 / 8.61 eV
total charge: 0